103
Properties=species:S:1:pos:R:3:lowdin_charge:R:1 method="wB97M-V/def2-TZVPD" charge=-1 e_homo_ha=-0.1069 orbital_gap_ev=4.51
C -0.5413 -4.2421 -1.9174 -0.42
P 0.4606 -2.9194 -2.8038 0.61
C 1.3269 -3.5951 -4.3355 -0.42
Al 1.8934 -1.7426 -1.3798 0.02
H -1.1122 -4.8325 -2.6751 0.00
H -1.2917 -3.6990 -1.3034 0.00
H 0.0389 -4.9373 -1.2756 0.01
H 0.6923 -4.3947 -4.7819 -0.02
H 2.3441 -4.0107 -4.1715 0.01
H 1.3583 -2.7748 -5.0853 0.01
H 2.9214 -0.8752 -2.2459 -0.16
H 2.6870 -2.6427 -0.3140 -0.18
H 0.9906 -0.6833 -0.5884 -0.14
C 1.1786 -1.4161 4.1303 -0.28
S 0.1995 -1.0841 2.6539 0.79
O 1.1498 -0.6586 1.5879 -0.64
C -0.6015 0.4005 3.2904 -0.27
H 1.7959 -2.2919 3.9386 0.04
H 1.8203 -0.5612 4.3466 0.05
H 0.5196 -1.6164 4.9770 0.05
H 0.1524 1.1388 3.5668 0.04
H -1.2126 0.1443 4.1574 0.05
H -1.2385 0.8083 2.5070 0.05
C 0.7185 2.9173 6.4223 -0.27
S -0.9450 3.1034 7.0942 0.80
O -1.7862 2.0213 6.5028 -0.56
C -1.3328 4.6258 6.2153 -0.28
H 1.1454 1.9938 6.8116 0.05
H 0.6744 2.8672 5.3340 0.05
H 1.3328 3.7617 6.7370 0.05
H -1.2441 4.4651 5.1399 0.06
H -0.6497 5.4146 6.5366 0.05
H -2.3611 4.9098 6.4574 0.00
C -4.3665 -2.2448 -4.1192 -0.28
S -3.5284 -1.6559 -2.6363 0.78
O -4.5839 -1.3795 -1.6116 -0.58
C -3.0207 -0.0733 -3.3284 -0.27
H -4.8000 -3.2207 -3.9026 0.04
H -5.1606 -1.5489 -4.3975 0.05
H -3.6491 -2.3418 -4.9320 0.01
H -3.8986 0.4837 -3.6617 0.05
H -2.3405 -0.2458 -4.1625 0.05
H -2.5044 0.4883 -2.5514 0.05
C 6.7049 -2.6968 4.8398 -0.28
S 5.4772 -1.4054 4.5579 0.80
O 4.3772 -1.6178 5.5458 -0.57
C 4.9027 -2.0321 2.9678 -0.26
H 7.1678 -2.5239 5.8105 0.04
H 6.2213 -3.6744 4.8358 0.05
H 7.4665 -2.6490 4.0608 0.05
H 4.5347 -3.0520 3.0828 0.06
H 5.7222 -2.0053 2.2492 0.06
H 4.0930 -1.3923 2.6152 0.05
C -6.6478 4.9651 7.3641 -0.26
S -5.4295 4.2573 6.2439 0.85
O -4.2846 5.2189 6.1791 -0.57
C -6.4036 4.4843 4.7458 -0.25
H -6.2335 4.9649 8.3715 0.05
H -6.8711 5.9880 7.0626 0.02
H -7.5550 4.3612 7.3476 0.06
H -6.6504 5.5395 4.6192 0.05
H -7.3147 3.8899 4.8133 0.06
H -5.8106 4.1433 3.8985 0.06
C 5.2774 0.0149 -6.5894 -0.28
S 4.4649 -0.7131 -5.1518 0.75
O 3.2449 0.0932 -4.8805 -0.56
C 5.7212 -0.2165 -3.9615 -0.27
H 4.6400 -0.1443 -7.4587 0.04
H 5.4188 1.0852 -6.4325 0.05
H 6.2403 -0.4755 -6.7481 0.03
H 5.8312 0.8689 -3.9710 0.06
H 6.6693 -0.6964 -4.2144 0.03
H 5.3968 -0.5423 -2.9736 0.03
C -5.9151 8.7213 5.6042 -0.26
S -7.5782 8.9271 6.2707 0.80
O -8.4244 7.8393 5.6969 -0.56
C -7.9557 10.4392 5.3646 -0.28
H -5.4914 7.8016 6.0095 0.03
H -5.9584 8.6529 4.5166 0.06
H -5.2968 9.5676 5.9054 0.05
H -7.8675 10.2601 4.2925 0.06
H -7.2694 11.2282 5.6737 0.05
H -8.9768 10.7342 5.6013 0.05
C 6.6682 -4.3478 -5.4841 -0.26
S 8.2031 -3.7025 -6.1747 0.81
O 8.1211 -2.2129 -6.1228 -0.56
C 7.8647 -4.1991 -7.8747 -0.28
H 6.6447 -4.1112 -4.4216 0.06
H 5.8141 -3.8829 -5.9783 0.05
H 6.6384 -5.4301 -5.6156 0.05
H 6.9336 -3.7443 -8.2150 0.06
H 7.7959 -5.2862 -7.9283 0.05
H 8.6871 -3.8569 -8.5013 0.05
C -3.3783 -6.1933 -6.5188 -0.27
S -2.3176 -4.8355 -5.9844 0.81
O -2.9066 -3.5771 -6.5270 -0.55
C -0.9245 -5.2655 -7.0429 -0.27
H -4.3353 -6.1004 -6.0076 0.05
H -3.5347 -6.1406 -7.5973 0.05
H -2.9141 -7.1429 -6.2502 0.05
H -1.2417 -5.2728 -8.0871 0.05
H -0.5403 -6.2453 -6.7567 0.06
H -0.1469 -4.5169 -6.9028 0.04